(1)
Below is one molecule with the formula C24H35N3O4S in a non-equilibrium geometry, with properties calculated with wB97M-V/def2-TZVPD.

Computed properties:
Strongest force on any atom = 1.0 eV/Å
Multiplicity = 1
SMILES = COc1ccc(N2CCN(S(=O)(=O)CCNC(=O)[C@]34C[C@H]5C[C@H](C[C@H](C5)C3)C4)CC2)cc1
HOMO-LUMO gap = 8.07 eV
Electronic energy = -48952.4532 eV
Energy relative to the best compared isomer or geometry (same formula, charge and spin) = 29.1 kcal/mol

Geometry as XYZ:
```
67
Properties=species:S:1:pos:R:3:nbo_charge:R:1
C -8.570 -2.759 -0.713 -0.25
O -7.608 -2.581 0.296 -0.49
C -6.799 -1.481 0.232 0.27
C -5.867 -1.342 1.258 -0.25
C -4.993 -0.276 1.285 -0.20
C -5.017 0.704 0.290 0.12
N -4.200 1.842 0.309 -0.44
C -3.375 2.123 1.462 -0.22
C -2.013 1.421 1.384 -0.25
N -1.365 1.838 0.156 -0.69
S 0.281 1.544 0.025 2.32
O 0.803 1.309 1.333 -0.93
O 0.530 0.561 -0.998 -0.97
C 0.842 3.160 -0.611 -0.65
C 2.347 3.283 -0.423 -0.24
N 3.006 2.025 -0.691 -0.65
C 3.810 1.468 0.257 0.72
O 4.224 2.121 1.192 -0.64
C 4.189 0.003 0.071 -0.14
C 3.698 -0.641 -1.227 -0.42
C 4.125 -2.111 -1.258 -0.20
C 5.647 -2.217 -1.182 -0.40
C 6.131 -1.581 0.120 -0.22
C 5.510 -2.313 1.308 -0.40
C 3.987 -2.211 1.227 -0.22
C 3.499 -2.846 -0.074 -0.40
C 3.572 -0.743 1.265 -0.40
C 5.718 -0.111 0.148 -0.39
C -2.154 1.511 -1.013 -0.24
C -3.511 2.222 -0.906 -0.21
C -5.970 0.564 -0.720 -0.22
C -6.841 -0.509 -0.759 -0.28
H -9.292 -1.936 -0.732 0.17
H -9.089 -3.684 -0.466 0.20
H -8.106 -2.858 -1.700 0.17
H -5.839 -2.094 2.030 0.22
H -4.286 -0.224 2.098 0.20
H -3.903 1.844 2.373 0.22
H -3.205 3.205 1.480 0.20
H -1.364 1.709 2.210 0.24
H -2.144 0.330 1.399 0.19
H 0.295 3.920 -0.065 0.25
H 0.560 3.168 -1.660 0.23
H 2.591 3.536 0.614 0.25
H 2.746 4.067 -1.079 0.20
H 2.572 1.426 -1.375 0.41
H 2.608 -0.597 -1.284 0.23
H 4.123 -0.122 -2.091 0.20
H 3.775 -2.563 -2.194 0.21
H 5.949 -3.266 -1.219 0.20
H 6.100 -1.708 -2.036 0.20
H 7.224 -1.650 0.178 0.21
H 5.861 -1.868 2.242 0.21
H 5.815 -3.362 1.299 0.20
H 3.540 -2.734 2.080 0.21
H 2.411 -2.779 -0.133 0.21
H 3.776 -3.903 -0.103 0.20
H 2.484 -0.647 1.225 0.22
H 3.912 -0.274 2.189 0.23
H 6.063 0.367 1.066 0.23
H 6.167 0.419 -0.696 0.20
H -1.607 1.842 -1.895 0.21
H -2.310 0.425 -1.088 0.20
H -4.113 1.977 -1.778 0.22
H -3.346 3.304 -0.879 0.20
H -6.054 1.317 -1.488 0.21
H -7.555 -0.564 -1.566 0.22
```

---

(2)
Below is C24H35N9O5S3Sm as an isolated structure in a non-equilibrium geometry, with properties calculated with wB97M-V/def2-TZVPD.

Computed properties:
Strongest force on any atom = 1.3 eV/Å
Total charge = +3
Multiplicity = 6
HOMO-LUMO gap (alpha / beta) = 6.28 / 7.10 eV
Electronic energy = -99491.8665 eV
Energy relative to the best compared isomer or geometry (same formula, charge and spin) = 50.1 kcal/mol

Geometry as XYZ:
```
77
Properties=species:S:1:pos:R:3:lowdin_spin:R:1
Sm -0.337 0.291 -0.364 5.08
C 2.976 -1.351 2.537 0.00
C 2.019 -0.311 2.056 0.00
O 1.145 -0.545 1.193 -0.01
N 2.118 0.904 2.601 0.00
C 1.356 2.043 2.104 0.00
C 2.014 2.524 0.822 0.00
C 2.960 3.540 0.873 0.00
C 3.675 3.863 -0.268 0.00
C 3.441 3.129 -1.422 0.00
C 2.459 2.154 -1.405 0.00
N 1.731 1.857 -0.315 -0.01
H 2.883 -2.256 1.943 0.00
H 2.796 -1.594 3.584 0.00
H 4.001 -0.993 2.455 0.00
H 2.828 1.080 3.298 0.00
H 1.373 2.829 2.860 0.00
H 0.299 1.733 1.936 0.00
H 3.143 4.069 1.796 0.00
H 4.401 4.661 -0.258 0.00
H 4.012 3.304 -2.319 0.00
H 2.266 1.560 -2.296 0.00
C -2.586 -8.910 4.425 0.00
C -1.626 -8.008 3.681 0.00
S -2.560 -7.009 2.480 0.00
O -3.243 -5.930 3.147 0.00
O -3.311 -7.811 1.570 0.00
C -1.291 -6.089 1.443 0.00
C -2.176 -5.219 0.567 0.00
N -1.502 -4.155 -0.162 0.00
C -1.108 -2.969 0.337 0.00
N -0.651 -2.160 -0.632 -0.01
C -0.768 -2.859 -1.797 0.00
C -1.287 -4.097 -1.518 0.00
N -1.609 -5.105 -2.490 0.00
O -1.834 -4.662 -3.594 0.00
O -1.634 -6.249 -2.129 0.00
C -1.206 -2.580 1.763 0.00
H -2.068 -9.417 5.240 0.00
H -3.000 -9.661 3.757 0.00
H -3.404 -8.328 4.844 0.00
H -0.894 -8.576 3.113 0.00
H -1.144 -7.295 4.345 0.00
H -0.691 -6.789 0.871 0.00
H -0.689 -5.514 2.140 0.00
H -2.935 -4.769 1.216 0.00
H -2.683 -5.871 -0.147 0.00
H -0.477 -2.474 -2.760 0.00
H -2.125 -2.969 2.199 0.00
H -1.196 -1.483 1.863 0.00
H -0.371 -2.990 2.331 0.00
S -1.355 3.022 -0.065 -0.02
C -1.101 3.152 -1.712 0.00
N -1.331 4.343 -2.349 0.00
C -1.211 4.483 -3.677 0.00
C -0.820 3.397 -4.427 0.00
C -0.538 2.209 -3.746 0.00
N -0.677 2.068 -2.430 -0.01
H -1.623 5.122 -1.761 0.00
H -1.415 5.454 -4.108 0.00
H -0.739 3.458 -5.498 0.00
H -0.199 1.338 -4.293 0.00
S -3.121 -0.237 -0.190 -0.02
C -3.701 -0.931 -1.650 0.00
N -4.736 -1.745 -1.615 0.00
C -5.374 -2.302 -2.801 0.00
C -4.383 -2.368 -3.957 0.00
C -3.680 -1.025 -4.103 0.00
N -3.098 -0.659 -2.814 0.00
H -5.201 -1.880 -0.726 0.00
H -6.238 -1.680 -3.058 0.00
H -5.738 -3.302 -2.561 0.00
H -4.901 -2.616 -4.883 0.00
H -3.642 -3.148 -3.780 0.00
H -4.391 -0.255 -4.423 0.00
H -2.879 -1.085 -4.841 0.00
H -2.348 0.024 -2.798 0.00
```

---

(3)
Below is C24H36Br36NO4 as an isolated structure in a non-equilibrium geometry, with properties calculated with wB97M-V/def2-TZVPD.

Computed properties:
Strongest force on any atom = 15.4 eV/Å
Total charge = +1
Multiplicity = 1
HOMO-LUMO gap = 6.73 eV
Electronic energy = -2556658.7697 eV

Geometry as XYZ:
```
101
Properties=species:S:1:pos:R:3:lowdin_charge:R:1
C -0.791 2.006 4.952 -0.08
C -1.789 0.847 4.366 -0.39
O -1.386 0.254 3.084 -0.67
C -1.259 1.246 2.009 -0.07
C -2.545 2.241 1.813 -0.21
C -3.040 2.417 0.243 -0.09
N -4.389 3.112 0.302 0.04
C -4.458 4.300 1.228 -0.20
C -5.282 4.075 2.622 -0.14
C -6.748 3.360 2.471 -0.17
C -6.814 2.127 3.595 -0.16
C -6.159 0.721 3.065 -0.19
O -6.407 0.440 1.629 -0.14
C -5.339 -0.445 1.078 -0.12
O -5.648 -1.450 0.217 -0.03
C -2.892 4.658 1.648 -0.12
O -2.195 3.567 2.346 -0.16
H -0.413 2.789 4.170 0.08
H -1.429 2.625 5.748 0.11
H 0.100 1.532 5.588 0.11
H -1.766 -0.043 5.162 0.05
H -2.896 1.255 4.396 0.12
H -1.142 0.631 0.995 0.14
H -0.228 1.807 2.189 0.16
H -3.520 1.896 2.408 0.13
H -3.194 1.321 -0.183 0.16
H -2.251 2.935 -0.449 0.13
H -4.561 3.487 -0.680 0.07
H -5.106 2.372 0.453 0.15
H -4.869 5.232 0.614 0.19
H -5.490 5.164 3.064 0.15
H -4.573 3.560 3.431 0.13
H -7.587 4.129 2.827 0.13
H -6.999 2.969 1.388 0.11
H -7.958 1.900 3.823 0.13
H -6.353 2.454 4.641 0.14
H -6.708 -0.158 3.658 0.16
H -5.006 0.592 3.340 0.11
H -4.189 -0.313 1.321 0.16
H -2.286 5.061 0.704 0.15
H -2.949 5.575 2.403 0.16
C 0.059 -2.922 4.063 -1.53
Br -0.622 -4.179 2.744 0.51
Br -0.852 -1.206 3.965 1.04
Br 0.014 -3.664 5.861 0.52
H 1.111 -2.740 3.819 -0.12
C -6.355 -1.235 -3.517 -1.60
Br -7.677 0.144 -3.882 0.54
Br -6.864 -2.947 -4.287 0.59
Br -4.571 -0.694 -4.072 0.53
H -6.324 -1.370 -2.431 -0.05
C -5.166 4.093 -4.046 -1.55
Br -3.526 3.770 -3.050 0.60
Br -6.743 3.922 -2.921 0.57
Br -5.123 5.801 -4.977 0.62
H -5.233 3.313 -4.812 -0.01
C 3.659 -4.125 1.910 -1.54
Br 2.978 -5.382 0.591 0.55
Br 2.748 -2.409 1.812 0.55
Br 3.614 -4.867 3.707 0.59
H 4.711 -3.943 1.665 -0.02
C 4.508 0.570 -0.459 -1.54
Br 5.502 -0.386 0.913 0.54
Br 4.294 -0.495 -2.073 0.55
Br 2.802 1.226 0.208 0.52
H 5.103 1.448 -0.732 -0.01
C 0.359 -0.743 -2.983 -1.58
Br -0.322 -2.001 -4.302 0.58
Br -0.552 0.973 -3.081 0.50
Br 0.314 -1.485 -1.185 0.53
H 1.411 -0.561 -3.228 -0.06
C 8.442 -1.443 -2.318 -1.61
Br 7.428 -0.455 -3.652 0.53
Br 9.026 -0.298 -0.858 0.53
Br 7.467 -2.998 -1.673 0.54
H 9.345 -1.815 -2.814 -0.13
C 12.642 -1.411 -2.646 -1.55
Br 11.628 -0.423 -3.980 0.57
Br 13.226 -0.266 -1.186 0.55
Br 11.667 -2.966 -2.001 0.60
H 13.545 -1.783 -3.141 -0.02
C -0.397 -8.494 1.164 -1.57
Br -1.957 -7.346 0.980 0.55
Br 0.408 -8.903 -0.559 0.58
Br 0.901 -7.758 2.412 0.53
H -0.746 -9.442 1.587 -0.02
C -0.770 6.009 -4.602 -1.61
Br 0.221 5.750 -6.255 0.59
Br 0.003 5.001 -3.128 0.50
Br -0.968 7.894 -4.164 0.56
H -1.777 5.612 -4.767 -0.08
C 14.708 3.464 -3.410 -1.59
Br 15.702 2.508 -2.039 0.53
Br 14.494 2.399 -5.024 0.54
Br 13.002 4.119 -2.743 0.55
H 15.303 4.342 -3.683 -0.02
C 0.533 -12.182 -2.825 -1.62
Br -0.289 -11.989 -4.577 0.55
Br -0.419 -13.465 -1.715 0.55
Br 2.428 -12.604 -2.956 0.55
H 0.457 -11.209 -2.327 -0.10
```